This record from the Open Molecules 2025 dataset describes a structure of composition C22H30Br2F13N3O9P3 in a non-equilibrium geometry. The level of theory is ωB97M-V/def2-TZVPD.

Geometry as XYZ:
```
82
Properties=species:S:1:pos:R:3
C 0.84 2.79 4.93
C -0.58 2.17 4.51
O -0.56 0.78 4.11
C 0.48 0.64 3.12
C 0.21 -0.58 2.07
C 0.94 -0.35 0.62
C 2.42 -0.09 1.02
C 3.67 -0.50 0.15
C 4.40 0.58 -0.76
F 5.77 0.08 -0.89
Br 4.66 2.37 0.03
C 3.89 0.58 -2.34
F 2.64 -0.07 -2.52
F 4.83 -0.16 -3.15
Br 3.98 2.44 -3.04
C 0.86 -1.85 -0.05
C 1.60 -3.09 0.65
O 0.80 -4.19 1.09
C 0.45 -4.26 2.43
F 0.09 -5.63 2.67
F -0.74 -3.53 2.79
F 1.43 -3.96 3.39
C -0.56 -2.09 -0.87
N -1.53 -3.04 -0.32
P 0.29 -3.27 -2.15
P -1.15 -4.58 -3.19
O -0.89 -4.40 -4.71
O -0.70 -6.20 -2.85
O -2.77 -4.25 -2.88
N -0.95 -0.64 -1.16
C -2.43 -0.24 -1.01
C -3.26 -0.58 0.28
C -3.39 0.24 1.67
N -4.11 -1.61 0.26
P -0.94 -0.45 -2.98
O -1.69 -1.45 -3.82
C 0.02 0.38 -0.53
F -0.79 1.15 0.46
C 0.51 1.71 -1.23
O 1.39 2.28 -0.51
C 0.11 2.70 -2.39
F 1.09 3.77 -2.50
F 0.23 2.22 -3.75
C -1.22 3.61 -2.17
F -2.45 2.99 -2.50
F -1.08 4.67 -3.15
C -1.37 4.34 -0.77
F -2.16 3.63 0.20
F -0.17 4.73 -0.13
C -2.21 5.72 -0.99
O -3.29 5.77 -1.64
O -1.80 6.96 -0.40
H 0.75 3.55 5.80
H 1.65 2.03 5.19
H 1.22 3.42 4.04
H -0.96 2.81 3.62
H -1.30 2.38 5.39
H 1.50 0.45 3.63
H 0.64 1.58 2.47
H -0.90 -0.84 1.97
H 0.67 -1.49 2.63
H 2.57 1.00 1.38
H 2.57 -0.68 2.01
H 3.54 -1.44 -0.52
H 4.50 -0.84 0.88
H 1.52 -1.64 -1.00
H 2.34 -2.75 1.48
H 2.31 -3.51 -0.16
H -1.79 -2.87 0.66
H -1.25 -4.02 -0.38
H 0.91 -2.52 -3.22
H -0.06 -6.51 -3.55
H -2.93 -3.34 -2.55
H -2.58 0.90 -1.21
H -3.07 -0.69 -1.87
H -3.00 1.31 1.62
H -4.52 0.29 1.94
H -2.92 -0.38 2.52
H -4.08 -2.06 -0.67
H 0.38 -0.27 -3.50
H -1.66 0.80 -3.19
H -0.83 7.09 -0.50
```

As for the net charge: +1. The LUMO energy comes out at -5.37 eV. For the frontier orbital gap, the calculation gives 7.0 eV. As for the total energy: -249458.34745 eV.

Atom charges from the Löwdin analysis, given in e for atoms 1 to 6: C -0.098; C -0.246; O -0.160; C -0.211; C -0.062; C -0.209



This record from the Open Molecules 2025 dataset describes a cluster of 5 separate species, C22H30Cl12N3O3 in total in a non-equilibrium geometry. The level of theory is ωB97M-V/def2-TZVPD.

Geometry as XYZ:
```
70
Properties=species:S:1:pos:R:3
C 2.49 -2.73 1.68
C 0.94 -2.49 1.54
O 0.25 -3.32 2.09
N 0.43 -1.38 0.76
C -0.45 -1.82 -0.33
C -1.64 -2.81 -0.20
O -0.21 -1.41 -1.43
C -0.13 -0.28 1.58
C -1.41 -0.73 2.42
C -1.36 -1.28 3.75
C -2.51 -1.70 4.51
N -3.75 -1.60 4.01
C -3.83 -1.05 2.78
C -2.78 -0.59 1.91
C 0.89 0.29 2.67
C 2.00 1.24 2.09
C 3.19 0.48 1.39
C 2.68 1.93 3.37
N 1.48 2.36 1.26
O 0.90 3.20 2.08
C 0.52 1.92 0.22
C -0.21 3.25 -0.28
C 1.23 1.36 -1.08
C -0.62 0.98 0.74
H 2.98 -2.52 0.70
H 2.87 -2.07 2.50
H 2.67 -3.78 2.01
H -2.46 -2.54 -0.90
H -1.25 -3.82 -0.49
H -2.00 -2.94 0.85
H -0.36 -1.42 4.22
H -2.35 -2.14 5.52
H -4.86 -0.96 2.37
H -2.99 -0.16 0.90
H 1.30 -0.50 3.33
H 0.25 0.94 3.34
H 3.91 1.19 0.90
H 3.78 -0.11 2.14
H 2.85 -0.25 0.62
H 1.96 2.12 4.19
H 3.22 2.85 3.05
H 3.48 1.22 3.71
H -1.07 3.52 0.37
H -0.54 3.18 -1.36
H 0.51 4.11 -0.25
H 1.61 0.33 -0.97
H 2.05 2.06 -1.42
H 0.46 1.41 -1.89
H -1.32 0.73 -0.09
H -1.21 1.60 1.47
C -1.06 6.74 -2.13
Cl -0.39 7.76 -0.86
Cl 0.23 5.93 -3.03
Cl -2.19 5.56 -1.44
H -1.61 7.37 -2.82
C -0.70 2.41 -4.81
Cl 0.92 1.81 -4.45
Cl -1.73 1.10 -5.40
Cl -1.43 3.17 -3.38
H -0.63 3.16 -5.59
C -1.55 -1.55 -8.43
Cl -1.19 -3.27 -8.60
Cl -1.83 -0.80 -10.01
Cl -2.95 -1.31 -7.38
H -0.70 -1.06 -7.97
C 1.04 -6.44 0.82
Cl 2.46 -7.34 1.38
Cl 1.17 -6.09 -0.90
Cl -0.44 -7.35 1.16
H 1.00 -5.50 1.36
```

As for the expectation value of S²: 0.7541. As for the net charge: 0. The LUMO energy (alpha / beta) comes out at 0.26 / -0.27 eV. For the frontier orbital gap (alpha / beta), the calculation gives 9.4 / 9.3 eV. The spin multiplicity is 2. As for the total energy: -184178.07275 eV.

Atom charges from the natural (NBO) analysis, given in e for atoms 1 to 6: C -0.713; C 0.747; O -0.553; N -0.635; C 0.732; C -0.742



This record from the Open Molecules 2025 dataset describes an isolated molecule of C22H30ClN5O2 in a non-equilibrium geometry. The level of theory is ωB97M-V/def2-TZVPD.

Geometry as XYZ:
```
60
Properties=species:S:1:pos:R:3
C -0.84 1.54 -4.13
C -0.39 1.61 -2.68
H 0.54 2.17 -2.61
H -0.21 0.60 -2.31
C -1.46 2.29 -1.81
N -1.20 2.40 -0.40
C -1.18 1.14 0.32
C -1.22 1.43 1.83
N -0.12 2.27 2.27
C -0.08 3.47 1.46
C -0.03 3.18 -0.05
H -0.05 4.11 -0.61
H 0.91 2.65 -0.28
H 0.78 4.08 1.76
H -0.99 4.04 1.67
C 1.14 1.57 2.43
C 1.31 1.14 3.89
H 1.48 2.03 4.50
H 0.39 0.67 4.23
C 2.47 0.16 4.06
N 2.15 -1.13 3.50
C 2.63 -1.56 2.33
O 3.50 -1.02 1.69
C 1.98 -2.88 1.87
N 0.64 -2.64 1.35
N 0.56 -2.55 0.04
C -0.58 -2.33 -0.54
C -1.78 -2.22 0.23
C -1.69 -2.32 1.58
C -0.42 -2.52 2.23
O -0.24 -2.58 3.44
H -2.56 -2.24 2.22
H -2.73 -2.06 -0.25
C -0.55 -2.21 -2.00
C 0.67 -1.97 -2.64
C 0.74 -1.84 -4.01
C -0.42 -1.95 -4.77
C -1.64 -2.20 -4.16
C -1.70 -2.33 -2.78
H -2.66 -2.54 -2.33
H -2.53 -2.29 -4.76
Cl -0.34 -1.78 -6.48
H 1.68 -1.65 -4.50
H 1.56 -1.88 -2.04
H 2.57 -3.30 1.06
H 1.90 -3.58 2.71
H 1.35 -1.62 3.90
H 3.36 0.53 3.55
H 2.70 0.03 5.13
H 1.97 2.23 2.15
H 1.20 0.68 1.78
H -1.20 0.50 2.39
H -2.15 1.96 2.06
H -2.07 0.56 0.04
H -0.29 0.53 0.08
H -2.41 1.75 -1.92
H -1.62 3.31 -2.18
H -1.02 2.54 -4.52
H -1.75 0.96 -4.23
H -0.07 1.07 -4.74
```

As for the net charge: 0. The LUMO energy comes out at -0.38 eV. For the frontier orbital gap, the calculation gives 7.5 eV. As for the total energy: -47369.28355 eV.

Atom charges from the natural (NBO) analysis, given in e for atoms 1 to 6: C -0.602; C -0.428; H 0.198; H 0.200; C -0.196; N -0.458



This record from the Open Molecules 2025 dataset describes a structure of composition C22H30F2IrNO3 in a non-equilibrium geometry. The level of theory is ωB97M-V/def2-TZVPD.

Geometry as XYZ:
```
59
Properties=species:S:1:pos:R:3
Ir -0.20 0.08 -0.39
C 1.57 2.93 0.48
O 1.57 1.51 0.57
C 2.11 1.04 1.80
C 2.12 -0.48 1.78
O 0.86 -1.04 1.43
C -0.11 -1.23 2.47
C -0.97 0.01 2.66
O -1.56 0.34 1.40
C -2.54 1.38 1.50
H 2.59 3.31 0.55
H 1.14 3.19 -0.48
H 0.96 3.37 1.28
H 3.14 1.39 1.92
H 1.52 1.43 2.64
H 2.81 -0.84 1.01
H 2.46 -0.85 2.75
H -0.74 -2.05 2.13
H 0.37 -1.51 3.40
H -1.77 -0.22 3.38
H -0.41 0.86 3.03
H -3.33 1.05 2.18
H -2.09 2.30 1.87
H -2.95 1.53 0.51
F -4.33 -3.33 -0.67
C -3.12 -2.97 -1.10
C -2.52 -1.85 -0.54
C -1.26 -1.48 -0.99
C -0.61 -2.25 -1.98
C -1.28 -3.35 -2.51
F -0.70 -4.07 -3.49
C -2.53 -3.73 -2.09
C 0.71 -1.77 -2.38
C 1.61 -2.41 -3.23
C 2.83 -1.83 -3.50
C 3.16 -0.61 -2.91
C 2.25 -0.03 -2.06
N 1.06 -0.60 -1.79
H -3.05 -1.30 0.22
H -3.02 -4.59 -2.52
H 1.33 -3.35 -3.68
H 3.53 -2.32 -4.16
H 4.10 -0.12 -3.10
H 2.44 0.91 -1.57
C -2.09 3.22 -2.73
C -1.46 1.83 -2.70
C -0.28 1.80 -3.68
C -2.50 0.79 -3.15
C -1.00 1.55 -1.29
H -2.42 3.47 -3.74
H -1.38 3.99 -2.41
H -2.96 3.28 -2.07
H -0.63 2.00 -4.70
H 0.21 0.83 -3.68
H 0.46 2.56 -3.43
H -2.85 1.03 -4.16
H -3.36 0.79 -2.48
H -2.07 -0.21 -3.15
H -1.15 2.36 -0.56
```

As for the expectation value of S²: 0.7647. As for the net charge: +1. The LUMO energy (alpha / beta) comes out at -2.83 / -2.82 eV. For the frontier orbital gap (alpha / beta), the calculation gives 6.6 / 8.3 eV. The spin multiplicity is 2. As for the total energy: -39199.37786 eV.

Atom charges from the natural (NBO) analysis, given in e for atoms 1 to 6: Ir 0.908; C -0.254; O -0.575; C -0.092; C -0.085; O -0.552



This record from the Open Molecules 2025 dataset describes a structure of composition C22H30F6N11O4S2Zn in a non-equilibrium geometry. The level of theory is ωB97M-V/def2-TZVPD.

Geometry as XYZ:
```
76
Properties=species:S:1:pos:R:3
Zn -4.45 1.00 2.08
C 0.29 2.58 -1.24
F -0.14 1.80 -2.32
F 1.40 3.17 -1.60
F -0.63 3.61 -0.93
S 0.55 1.42 0.24
O 1.78 0.68 0.00
O 0.53 2.27 1.46
N -0.93 0.43 0.30
S -0.55 -0.84 -0.57
O -1.83 -1.40 -0.89
O 0.37 -0.73 -1.64
C 0.32 -2.03 0.63
F -0.12 -1.91 1.83
F -0.06 -3.32 0.31
F 1.64 -1.81 0.56
C 2.01 6.93 6.70
C 1.31 6.67 7.95
N 0.83 6.48 9.01
H 2.14 6.15 5.96
H 3.04 6.94 7.04
H 1.84 7.88 6.19
C -4.13 8.63 3.51
C -4.07 7.22 2.99
N -3.99 6.17 2.57
H -4.18 8.61 4.59
H -4.88 9.25 3.01
H -3.16 8.98 3.15
C 3.57 -1.19 5.99
C 4.08 -0.47 7.20
N 4.54 0.16 8.03
H 2.79 -1.94 6.13
H 4.39 -1.73 5.52
H 3.44 -0.46 5.19
C 1.20 10.31 -5.04
C 2.36 10.45 -5.89
N 3.20 10.53 -6.68
H 1.50 10.34 -3.99
H 0.79 9.31 -5.20
H 0.45 11.00 -5.41
C 7.25 3.99 3.89
C 8.53 3.66 3.15
N 9.54 3.40 2.67
H 6.99 5.05 3.89
H 7.30 3.69 4.94
H 6.36 3.52 3.48
C -1.91 -0.74 -7.60
C -1.36 -0.69 -8.99
N -0.93 -0.66 -10.07
H -1.57 0.20 -7.17
H -1.49 -1.64 -7.13
H -2.99 -0.87 -7.60
C -8.43 -4.99 -2.41
C -7.93 -6.33 -2.87
N -7.51 -7.35 -3.28
H -7.60 -4.34 -2.67
H -8.77 -4.84 -1.38
H -9.32 -4.75 -2.99
C -7.23 -6.01 4.13
C -6.38 -4.80 3.79
N -5.74 -3.85 3.54
H -7.73 -5.79 5.07
H -6.67 -6.90 4.40
H -7.94 -6.25 3.33
C 2.74 -10.52 -2.01
C 2.26 -11.88 -1.91
N 1.88 -12.95 -1.77
H 2.35 -10.04 -2.91
H 3.81 -10.57 -2.23
H 2.56 -9.99 -1.08
C 4.26 -6.40 -6.32
C 2.86 -6.08 -5.82
N 1.80 -5.82 -5.48
H 4.31 -6.22 -7.40
H 4.45 -7.47 -6.17
H 5.05 -5.92 -5.74
```

As for the net charge: +1. The LUMO energy comes out at -11.00 eV. For the frontier orbital gap, the calculation gives 1.7 eV. As for the total energy: -134251.71618 eV.

Atom charges from the Löwdin analysis, given in e for atoms 1 to 6: Zn 0.975; C -0.521; F 0.092; F 0.196; F 0.088; S 0.766



This record from the Open Molecules 2025 dataset describes a structure of composition C22H30InN4O. The level of theory is ωB97M-V/def2-TZVPD.

Geometry as XYZ:
```
58
Properties=species:S:1:pos:R:3
In 0.06 -0.94 0.09
C 0.32 3.99 -0.18
C -0.25 2.60 -0.10
N 0.46 1.55 0.07
N 1.83 1.71 0.05
C 2.41 0.69 0.65
O 1.84 -0.26 1.26
C 3.91 0.67 0.60
C 4.66 1.78 0.24
C 6.05 1.71 0.19
C 6.69 0.51 0.50
C 5.94 -0.60 0.85
C 4.56 -0.52 0.90
C -1.74 2.45 -0.19
C -2.55 3.56 -0.40
C -3.93 3.39 -0.46
C -4.45 2.11 -0.32
C -3.56 1.06 -0.15
N -2.24 1.22 -0.09
H 1.39 3.95 -0.05
H -0.12 4.63 0.58
H 0.11 4.43 -1.16
H 4.15 2.70 -0.01
H 6.63 2.58 -0.09
H 7.77 0.45 0.46
H 6.44 -1.54 1.08
H 3.95 -1.38 1.15
H -2.12 4.54 -0.53
H -4.58 4.24 -0.62
H -5.51 1.93 -0.35
H -3.92 0.04 -0.06
C 1.14 -1.45 -3.50
C 0.72 -2.49 -2.44
C 1.48 -3.79 -2.74
C -0.78 -2.78 -2.62
N 1.09 -2.09 -1.11
H 1.01 -1.81 -4.53
H 2.18 -1.18 -3.34
H 0.53 -0.55 -3.37
H 1.26 -4.18 -3.74
H 1.22 -4.55 -2.00
H 2.56 -3.61 -2.67
H -1.03 -3.20 -3.60
H -1.34 -1.84 -2.50
H -1.11 -3.48 -1.85
C -2.33 -2.17 3.79
C -1.19 -1.54 2.98
C 0.13 -2.16 3.40
C -1.44 -1.66 1.48
H -2.18 -2.06 4.87
H -2.39 -3.24 3.57
H -3.29 -1.73 3.53
H -1.17 -0.47 3.24
H 0.12 -3.24 3.20
H 0.32 -2.02 4.47
H 0.98 -1.74 2.86
H -2.40 -1.21 1.23
H -1.49 -2.72 1.19
```

As for the net charge: -1. The LUMO energy comes out at 2.56 eV. For the frontier orbital gap, the calculation gives 5.2 eV. As for the total energy: -36481.94593 eV.

Atom charges from the Löwdin analysis, given in e for atoms 1 to 6: In 0.833; C -0.043; C -0.266; N 0.015; N 0.059; C -0.473



This record from the Open Molecules 2025 dataset describes an isolated molecule of C22H30N2O4. The level of theory is ωB97M-V/def2-TZVPD.

Geometry as XYZ:
```
58
Properties=species:S:1:pos:R:3
C -6.36 -0.16 -0.06
H -6.20 -1.20 0.26
H -6.83 0.38 0.77
H -7.00 -0.13 -0.94
O -5.13 0.44 -0.42
C -4.23 0.55 0.56
O -4.42 0.17 1.69
C -2.97 1.18 0.10
C -2.73 1.46 -1.24
C -1.51 2.01 -1.63
C -0.53 2.29 -0.69
C -0.79 2.03 0.66
C -1.99 1.47 1.05
H -2.19 1.26 2.09
H -0.03 2.27 1.39
C 0.81 2.84 -1.09
N 1.88 2.00 -0.62
C 2.65 2.34 0.44
O 2.60 3.42 0.99
C 3.61 1.23 0.89
C 2.80 0.03 1.40
N 2.35 -0.82 0.32
C 3.29 -1.33 -0.52
O 3.07 -2.17 -1.36
C 4.66 -0.71 -0.32
C 4.57 0.81 -0.23
H 4.23 1.20 -1.19
H 5.56 1.23 -0.05
H 5.29 -1.01 -1.16
H 5.10 -1.12 0.59
C 1.01 -1.42 0.41
C 1.14 -2.80 1.07
C -0.18 -3.56 1.23
H -0.93 -2.93 1.70
C -0.69 -4.12 -0.10
H 0.16 -4.38 -0.72
C -1.61 -3.16 -0.87
H -2.62 -3.23 -0.46
H -1.65 -3.50 -1.91
C -1.19 -1.69 -0.83
H -1.54 -1.24 0.10
C 0.32 -1.46 -0.96
H 0.77 -2.22 -1.59
H 0.47 -0.49 -1.44
H -1.70 -1.18 -1.64
H -1.25 -5.04 0.08
H 0.01 -4.40 1.91
H 1.83 -3.40 0.48
H 1.58 -2.65 2.06
H 0.42 -0.76 1.06
H 3.42 -0.55 2.10
H 1.92 0.38 1.96
H 4.16 1.64 1.74
H 1.89 1.04 -0.93
H 0.87 2.94 -2.18
H 0.97 3.82 -0.63
H -1.33 2.21 -2.67
H -3.49 1.25 -1.98
```

As for the net charge: 0. The LUMO energy comes out at 0.37 eV. For the frontier orbital gap, the calculation gives 9.7 eV. As for the total energy: -34473.17441 eV.

Atom charges from the natural (NBO) analysis, given in e for atoms 1 to 6: C -0.258; H 0.193; H 0.196; H 0.195; O -0.508; C 0.784